(1)
Density functional theory data (ωB97M-V/def2-TZVPD) for C9H16Cl2N2O2PTl as an isolated structure at a distorted geometry.

Summary:
net charge = +2
E = -55678.3339 eV
multiplicity = 1
LUMO = -8.73 eV
energy above the lowest of the compared OMol25 structures with the same formula, charge and spin = 0.0 kcal/mol
HOMO level = -15.8 eV

CARTESIAN COORDINATES (ANGSTROEM)
C: 0.46066 -3.16360 -1.02325
C: -0.63918 -2.46024 -0.55931
H: 0.16821 -4.04445 -1.60987
H: 1.08061 -3.44629 -0.15634
H: 1.08152 -2.48088 -1.63519
O: -1.62647 -1.94787 -0.19937
Cl: 2.53667 -1.08598 -0.25470
Tl: 0.79739 0.77585 0.28070
P: 0.09967 0.77896 -2.29427
C: -1.50435 1.36402 -2.91462
C: 1.16990 2.21418 -2.67755
H: 1.62873 -0.78102 -3.33150
H: 0.61365 0.09115 -4.53242
H: -0.05773 -1.28681 -3.60565
C: 0.61838 -0.42319 -3.56257
H: 2.10133 2.05876 -2.11340
H: 1.40277 2.28760 -3.75096
H: -1.38709 1.64331 -3.97066
H: -1.82912 2.23546 -2.33425
H: 0.71355 3.14733 -2.31774
H: -2.25206 0.56821 -2.82172
C: -2.09332 0.71642 0.30549
O: -3.22803 0.82264 0.30424
Cl: 0.34188 3.12838 1.04901
N: -0.44904 -0.46163 4.33729
C: -0.12590 -1.79185 4.11073
C: 0.08404 -1.89838 2.74973
N: -0.13328 -0.66143 2.17146
C: -0.44472 0.18862 3.14472
H: -0.66294 -0.01402 5.22370
H: -0.06226 -2.52535 4.87999
H: 0.39374 -2.74591 2.16255
H: -0.62852 1.25386 3.04315

(2)
Density functional theory data (ωB97M-V/def2-TZVPD) for a 2-piece molecular cluster, C5H8NO3 overall at a distorted geometry.

Summary:
net charge = +1
E = -12935.5407 eV
multiplicity = 1
LUMO = -4.64 eV
energy above the lowest of the compared OMol25 structures with the same formula, charge and spin = 81.1 kcal/mol
HOMO level = -13.8 eV

CARTESIAN COORDINATES (ANGSTROEM)
C: -0.45094 1.07274 -0.22742
C: -1.77020 -1.74656 -0.45762
C: -2.94561 -1.90358 0.29738
C: 2.35873 0.36685 0.54143
C: 2.03529 1.48293 -0.44871
N: 0.69046 1.40115 -0.80149
O: -0.40901 2.38168 -0.26800
O: -1.27521 0.28770 0.03015
O: -0.94606 -1.83931 -1.19775
H: -2.77293 -1.30304 1.17936
H: -3.83210 -1.55867 -0.34269
H: -3.12563 -3.03653 0.59792
H: 1.68080 0.31669 1.37348
H: 2.52122 -0.69334 0.09510
H: 3.45353 0.65038 0.94529
H: 2.58120 1.65040 -1.41052
H: 2.20646 2.47051 0.09412

(3)
Density functional theory data (ωB97M-V/def2-TZVPD) for a 2-piece molecular cluster, C5H15NO overall at a distorted geometry.

Summary:
structure (SMILES) = CC(C)[C@@H](C)N.O
E = -8965.6660 eV
multiplicity = 1
LUMO = 0.71 eV
energy above the lowest of the compared OMol25 structures with the same formula, charge and spin = 16.0 kcal/mol
HOMO level = -9.0 eV

CARTESIAN COORDINATES (ANGSTROEM)
C: 0.47760 -0.45653 1.87815
C: -0.49120 -0.91086 0.79185
C: -1.65786 0.05679 0.58220
C: 0.25246 -1.24661 -0.50321
C: -0.63763 -2.04587 -1.47042
N: 0.74522 -0.05285 -1.19535
H: 1.02075 -1.36322 2.17531
H: 1.20025 0.25605 1.46534
H: -0.06651 0.06515 2.65953
H: -0.96869 -1.84514 1.08978
H: -2.01435 0.07728 -0.45139
H: -1.39290 1.10949 0.78048
H: -2.53629 -0.09468 1.21245
H: 1.05660 -1.94943 -0.25570
H: -1.35142 -1.40500 -1.98381
H: -1.02761 -2.94095 -0.96913
H: 0.00839 -2.42357 -2.27412
H: 1.73645 -0.02449 -1.34459
H: 0.40574 0.79236 -0.77147
O: 2.01224 4.70188 -0.17800
H: 2.18482 4.98547 -1.08513
H: 1.04395 4.71473 -0.15276

(4)
Density functional theory data (ωB97M-V/def2-TZVPD) for an isolated ion of composition C5H6N5O and charge -1 at a distorted geometry.

Summary:
structure (SMILES) = C=CC/C([O-])=N/c1nnn[nH]1
net charge = -1
E = -14779.6757 eV
multiplicity = 1
LUMO = 3.78 eV
energy above the lowest of the compared OMol25 structures with the same formula, charge and spin = 4.6 kcal/mol
HOMO level = -4.0 eV

CARTESIAN COORDINATES (ANGSTROEM)
C: 2.86639 0.64332 0.92331
C: 2.21057 0.65846 -0.24261
C: 1.50044 -0.45387 -0.81295
C: 0.12689 -0.62999 -0.11477
O: -0.12826 -1.49701 0.65205
N: -0.65585 0.39699 -0.59219
C: -1.91893 0.41012 -0.19529
N: -2.87459 1.37756 -0.29186
N: -4.04130 0.77590 -0.06821
N: -3.92486 -0.48865 0.24987
N: -2.62632 -0.77686 0.22555
H: 3.39527 1.40175 1.37810
H: 2.85354 -0.17516 1.71642
H: 2.23946 1.63421 -0.70583
H: 2.06394 -1.42708 -0.86765
H: 1.12428 -0.20670 -1.89111
H: -2.21067 -1.64299 0.63715

(5)
Density functional theory data (ωB97M-V/def2-TZVPD) for an isolated molecule of C4H7NO.

Summary:
E = -7794.7825 eV
multiplicity = 1
LUMO = 0.63 eV
energy above the lowest of the compared OMol25 structures with the same formula, charge and spin = 112.1 kcal/mol
HOMO level = -7.5 eV

CARTESIAN COORDINATES (ANGSTROEM)
O: -1.28362 1.66216 -0.56727
C: -0.14481 0.88867 -0.46703
C: 0.41283 0.54891 0.93573
C: 0.39088 -0.93271 0.53367
N: -0.29523 -0.58996 -0.73111
C: 1.16585 -1.15818 -0.72452
H: -1.84774 1.51331 0.20231
H: 0.58782 1.26537 -1.17794
H: -0.32216 0.80048 1.71235
H: 1.39139 0.95780 1.19231
H: -0.03888 -1.69465 1.18635
H: -1.13484 -1.04747 -1.06967
H: 1.02555 -2.21309 -1.00876

(6)
Density functional theory data (ωB97M-V/def2-TZVPD) for a 2-piece molecular cluster, Br2H2O2Si overall at a distorted geometry.

Summary:
structure (SMILES) = O=[Si](O)Br.Br
E = -152092.5166 eV
multiplicity = 1
LUMO = -0.63 eV
energy above the lowest of the compared OMol25 structures with the same formula, charge and spin = 67.9 kcal/mol
HOMO level = -10.3 eV

CARTESIAN COORDINATES (ANGSTROEM)
O: -0.44287 -0.27683 0.27854
Si: 0.75769 0.20113 -0.50295
O: 0.74545 0.98987 -1.92023
Br: 2.86808 0.05179 0.12027
H: 1.10959 0.77129 -2.71967
Br: -3.08974 -0.72371 2.75901
H: -1.94819 -1.01353 1.98504